*P*
# C2H11N3O

A cluster of 2 separate species, C2H11N3O in total (wB97M-V/def2-TZVPD, the Open Molecules 2025 dataset).

Structure (XYZ):
```
17
Properties=species:S:1:pos:R:3:nbo_charge:R:1
N 0.875 -5.217 1.812 -0.835
C 0.746 -5.780 0.503 -0.051
N 0.348 -4.814 -0.514 -0.846
H -0.003 -4.930 2.227 0.358
H 1.291 -5.869 2.464 0.357
H 1.711 -6.219 0.210 0.149
H 0.145 -6.693 0.348 0.143
H -0.212 -5.282 -1.208 0.362
H 1.146 -4.329 -0.891 0.363
N -1.646 5.599 -0.419 -0.860
C -0.251 5.899 -0.767 0.085
O -0.088 7.328 -0.735 -0.720
H -1.633 5.158 0.485 0.360
H -2.178 6.446 -0.402 0.363
H 0.260 5.519 0.107 0.164
H 0.109 5.575 -1.735 0.155
H -0.621 7.610 -1.483 0.454
```

Results
Net charge ... 0
Gap between HOMO and LUMO ... 10.296 eV
LUMO ... 1.105 eV
HOMO ... -0.338 hartree
SMILES ... NCN.NCO

***

*Q*
# C2H11N3O

A cluster of 3 separate species, C2H11N3O in total (wB97M-V/def2-TZVPD, the Open Molecules 2025 dataset).

Structure (XYZ):
```
17
Properties=species:S:1:pos:R:3:nbo_charge:R:1
H 1.751 1.206 -1.594 0.366
N 1.293 0.323 -1.420 -0.751
C 1.817 -0.335 -0.390 0.294
N 1.401 -1.628 -0.193 -0.789
H 2.852 -0.157 -0.080 0.191
H 0.405 -1.744 -0.329 0.440
H 1.994 -2.251 0.330 0.401
C -2.285 0.171 -0.190 -0.222
O -0.962 -0.163 -0.447 -0.880
H -2.427 1.238 0.034 0.146
H -2.644 -0.417 0.662 0.163
H -2.924 -0.085 -1.046 0.156
H -0.159 0.333 -1.167 0.499
N 0.177 0.975 1.600 -1.095
H 0.497 0.302 0.743 0.376
H -0.353 1.768 1.256 0.353
H -0.434 0.465 2.231 0.353
```

Results
Net charge ... 0
Gap between HOMO and LUMO ... 9.181 eV
LUMO ... 0.793 eV
HOMO ... -0.308 hartree
SMILES ... [H]/N=C/N.CO.N

***

Q: Which of them is the least stable? A: *Q*.

***

*P*
# C2H11N3O

A cluster of 3 separate species, C2H11N3O in total (wB97M-V/def2-TZVPD, the Open Molecules 2025 dataset).

Structure (XYZ):
```
17
Properties=species:S:1:pos:R:3:nbo_charge:R:1
H -0.016 1.762 -1.569 0.304
N -0.612 1.555 -0.750 -0.472
N -0.139 1.831 0.379 0.131
N 1.006 2.460 0.476 -0.577
H 1.369 2.554 1.409 0.403
H 1.643 2.534 -0.318 0.362
C -1.321 -1.907 -1.103 -0.244
O -1.454 -0.826 -0.215 -0.791
H -2.168 -1.966 -1.793 0.162
H -0.389 -1.842 -1.679 0.148
H -1.274 -2.837 -0.520 0.173
H -1.156 0.227 -0.641 0.476
C 0.911 -0.667 1.300 -0.962
H 1.084 -1.710 1.562 0.205
H 1.678 -0.368 0.588 0.176
H 1.007 -0.066 2.200 0.194
H -0.172 -0.733 0.674 0.311
```

Results
Net charge ... 0
Gap between HOMO and LUMO ... 8.902 eV
LUMO ... 0.395 eV
HOMO ... -0.313 hartree
SMILES ... [H]/N=N\N.CO.C

***

*Q*
# C2H11N3O

A cluster of 2 separate species, C2H11N3O in total (wB97M-V/def2-TZVPD, the Open Molecules 2025 dataset).

Structure (XYZ):
```
17
Properties=species:S:1:pos:R:3:nbo_charge:R:1
N -0.260 1.330 -0.595 -0.837
C -0.720 2.315 -1.541 -0.045
N -1.509 1.836 -2.662 -0.857
H -0.879 0.545 -0.423 0.361
H 0.574 0.916 -1.003 0.349
H -1.349 3.031 -0.976 0.170
H 0.175 2.807 -1.962 0.154
H -1.600 2.487 -3.432 0.360
H -1.051 1.034 -3.101 0.345
N 0.233 -2.416 2.759 -0.859
C 0.843 -2.254 1.482 0.084
O 1.915 -1.303 1.437 -0.736
H 0.010 -1.577 3.268 0.366
H 0.679 -3.111 3.331 0.369
H 1.281 -3.227 1.223 0.170
H 0.129 -1.998 0.705 0.141
H 1.528 -0.418 1.490 0.464
```

Results
Net charge ... 0
Gap between HOMO and LUMO ... 10.307 eV
LUMO ... 0.896 eV
HOMO ... -0.346 hartree
SMILES ... NCN.NCO

***

Q: Which of them is the least stable? A: *P*.

***

*P*
# C4H8NO2

A cluster of 2 separate species, C4H8NO2 in total (wB97M-V/def2-TZVPD, the Open Molecules 2025 dataset).

Structure (XYZ):
```
15
Properties=species:S:1:pos:R:3:nbo_charge:R:1
C 1.169 1.895 -0.109 -0.082
C 1.787 1.482 -1.209 -0.286
C -0.447 1.333 1.562 0.095
N 0.234 1.028 0.527 -0.411
H 1.237 2.866 0.358 0.229
H 1.606 0.501 -1.621 0.236
H 2.537 2.141 -1.623 0.243
H -1.152 0.592 1.915 0.231
H -0.307 2.293 2.041 0.223
H 0.048 0.097 0.084 0.461
O 0.038 -1.341 -0.857 -0.595
C -0.940 -1.996 -0.622 0.679
O -1.495 -2.037 0.598 -0.683
H -1.507 -2.542 -1.386 0.143
H -1.915 -2.908 0.719 0.517
```

Results
Net charge ... +1
Gap between HOMO and LUMO ... 9.877 eV
LUMO ... -4.774 eV
HOMO ... -0.538 hartree

***

*Q*
# C4H8NO2

The ion C4H8NO2 with charge +1 (wB97M-V/def2-TZVPD, the Open Molecules 2025 dataset).

Structure (XYZ):
```
15
Properties=species:S:1:pos:R:3:nbo_charge:R:1
C -1.275 1.203 0.530 -0.415
N -0.052 0.406 0.838 -0.531
C 0.637 -0.322 -0.190 -0.160
C 1.975 0.278 -0.247 0.412
O 2.212 1.080 0.634 -0.518
C 0.105 -1.409 -0.838 0.315
O -1.097 -1.860 -0.754 -0.649
H -1.317 1.403 -0.517 0.230
H -2.159 0.746 0.851 0.232
H -1.168 2.157 0.875 0.233
H -0.377 -0.061 1.655 0.436
H 0.749 1.023 1.134 0.461
H 2.630 -0.126 -1.039 0.190
H 0.678 -2.010 -1.646 0.216
H -1.540 -2.510 -1.287 0.549
```

Results
Net charge ... +1
Gap between HOMO and LUMO ... 10.164 eV
LUMO ... -4.333 eV
HOMO ... -0.533 hartree
SMILES ... C[NH2+]/C(C=O)=C\O

***

*R*
# C4H8NO2

The ion C4H8NO2 with charge +1 (wB97M-V/def2-TZVPD, the Open Molecules 2025 dataset).

Structure (XYZ):
```
15
Properties=species:S:1:pos:R:3:nbo_charge:R:1
C 0.223 1.852 0.084 -0.004
N 0.490 0.595 -0.040 -0.054
O -0.513 -0.317 0.029 -0.324
C -1.844 0.130 0.108 -0.298
C 2.004 -0.059 -0.061 0.776
C 1.758 -1.497 0.161 -0.748
O 2.863 0.752 0.019 -0.394
H -0.685 2.391 0.201 0.248
H 1.053 2.643 -0.002 0.267
H -2.471 -0.683 -0.533 0.250
H -1.842 1.045 -0.508 0.188
H -2.368 0.227 1.040 0.232
H 0.839 -1.726 -0.362 0.278
H 1.587 -1.661 1.234 0.296
H 2.595 -2.004 -0.342 0.286
```

Results
Net charge ... +1
Gap between HOMO and LUMO ... 10.505 eV
LUMO ... -5.350 eV
HOMO ... -0.583 hartree
SMILES ... C=[N+](OC)C(C)=O

***

*S*
# C4H8NO2

The ion C4H8NO2 with charge +1 (wB97M-V/def2-TZVPD, the Open Molecules 2025 dataset).

Structure (XYZ):
```
15
Properties=species:S:1:pos:R:3:nbo_charge:R:1
C 1.946 -0.242 -0.091 -0.574
C 0.538 -0.618 -0.809 -0.490
C -0.629 0.058 -0.226 0.285
N -0.806 0.270 1.305 -0.724
O -1.935 -0.639 -0.581 -0.411
C -1.822 0.643 -0.910 0.761
O -2.386 1.547 -1.411 -0.423
H 1.790 0.689 0.474 0.190
H 2.622 -0.063 -0.838 0.239
H 2.275 -1.060 0.473 0.228
H 0.477 -1.742 -0.812 0.274
H 0.661 -0.179 -1.864 0.277
H -0.354 1.179 1.659 0.458
H -0.653 -0.380 2.112 0.467
H -1.725 0.538 1.519 0.442
```

Results
Net charge ... +1
Gap between HOMO and LUMO ... 11.169 eV
LUMO ... -4.276 eV
HOMO ... -0.568 hartree
SMILES ... CC[C@]1([NH3+])OC1=O

***

Q: Which of them is the least stable? A: *R*.

***

*P*
# C5H8N3O2

A cluster of 2 separate species, C5H8N3O2 in total (wB97M-V/def2-TZVPD, the Open Molecules 2025 dataset).

Structure (XYZ):
```
18
Properties=species:S:1:pos:R:3:nbo_charge:R:1
C -0.417 -1.755 0.794 0.144
C 0.602 -0.669 -0.756 0.583
C -0.643 -0.330 1.032 0.081
C 1.426 -0.498 -1.941 -0.706
C 0.220 1.718 -0.177 -0.434
N 0.310 -1.909 -0.257 -0.398
N 0.041 0.295 -0.025 -0.355
N -1.972 0.176 1.508 0.519
O -2.448 -0.438 2.409 -0.295
O -2.406 1.119 0.914 -0.320
H -0.817 -2.573 1.366 0.268
H 0.350 0.098 2.540 0.312
H 2.416 -0.923 -1.748 0.297
H 1.521 0.536 -2.258 0.256
H 1.019 -1.114 -2.747 0.300
H 1.252 1.990 0.057 0.236
H -0.453 2.255 0.487 0.264
H -0.003 2.022 -1.199 0.248
```

Results
Net charge ... +1
Gap between HOMO and LUMO ... 8.596 eV
LUMO ... -7.101 eV
HOMO ... -0.577 hartree

***

*Q*
# C5H8N3O2

The ion C5H8N3O2 with charge +1 (wB97M-V/def2-TZVPD, the Open Molecules 2025 dataset).

Structure (XYZ):
```
18
Properties=species:S:1:pos:R:3:nbo_charge:R:1
N -1.460 1.582 0.127 -0.738
C -1.535 0.255 0.044 0.549
N -2.659 -0.335 -0.291 -0.704
C -0.503 -0.699 0.516 -0.026
O -0.868 -2.056 -0.144 -0.709
C 0.865 -0.253 0.121 0.412
N 1.254 0.999 0.071 -0.471
C 2.616 0.940 -0.107 -0.103
C 2.975 -0.367 -0.232 0.110
O 1.928 -1.125 -0.012 -0.380
H -0.535 1.998 0.160 0.471
H -2.275 2.246 -0.222 0.439
H -2.786 -1.382 -0.397 0.488
H -3.378 0.363 -0.196 0.412
H -0.487 -0.664 1.697 0.276
H -0.070 -2.444 -0.484 0.507
H 3.048 1.845 -0.224 0.232
H 3.869 -0.901 -0.428 0.234
```

Results
Net charge ... +1
Gap between HOMO and LUMO ... 9.474 eV
LUMO ... -3.729 eV
HOMO ... -0.485 hartree
SMILES ... NC(=[NH2+])[C@@H](O)c1ncco1

***

*R*
# C5H8N3O2

The ion C5H8N3O2 with charge +1 (wB97M-V/def2-TZVPD, the Open Molecules 2025 dataset).

Structure (XYZ):
```
18
Properties=species:S:1:pos:R:3:nbo_charge:R:1
C 2.044 0.070 -0.793 -0.426
N 1.062 -0.685 0.087 -0.588
C -0.380 -0.473 0.031 0.377
C -1.196 -1.225 -0.831 -0.764
C -0.908 0.607 0.972 -0.034
C 0.141 1.393 1.557 0.248
N 1.205 1.683 1.944 -0.252
N -2.108 1.191 0.826 0.477
O -2.147 2.310 1.234 -0.301
O -3.045 0.650 0.290 -0.345
H 1.860 -0.169 -1.905 0.244
H 2.002 1.093 -0.729 0.250
H 3.060 -0.324 -0.677 0.260
H 1.362 -0.211 1.060 0.494
H 1.464 -1.587 0.105 0.458
H -2.128 -0.614 -1.007 0.323
H -1.484 -2.145 -0.339 0.300
H -0.803 -1.563 -1.825 0.279
```

Results
Net charge ... +1
Gap between HOMO and LUMO (spin up / spin down) ... 8.628 / 8.628 eV
LUMO (spin up / spin down) ... -6.329 / -6.329 eV
HOMO (spin up / spin down) ... -0.550 / -0.550 hartree
SMILES ... C[NH2+]/C(C)=C(\C#N)[N+](=O)[O-]

***

Q: Which of them is the least stable? A: *R*.